No. 1
C3H15NO4 | the ωB97M-V functional and the def2-TZVPD basis

Summary:
- E_tot: -478.6649 hartree
- Net charge: 0
- E_LUMO: -5.634 eV
- Frontier orbital gap: 3.81 eV

XYZ file:
```
23
Properties=species:S:1:pos:R:3:forces:R:3
C -1.00170 -1.06888 -1.58314 0.9 1.1 -0.1
C -0.66090 -0.22094 -0.32737 -6.1 2.2 -2.7
C -1.74284 -0.30759 0.77747 2.7 1.6 0.6
N -0.58583 1.25133 -0.79573 4.0 -3.3 2.4
H -0.31881 -0.75237 -2.39152 -0.2 -0.5 0.2
H -0.95565 -2.15192 -1.46221 -0.1 0.4 0.2
H -1.98235 -0.68479 -1.87032 -0.1 -0.5 0.0
H -2.74395 -0.54654 0.54002 -0.9 -0.1 -0.8
H -1.34734 -1.02444 1.45651 0.0 -0.8 0.8
H 0.42651 1.29565 -1.12219 -1.0 0.0 -1.1
H -0.51359 1.82633 0.08241 -1.1 1.2 0.4
H 0.30249 1.00480 2.31663 0.3 -0.3 -0.2
H 1.69382 0.49172 2.61081 1.4 0.3 0.3
O 0.84842 0.17084 2.36345 -1.5 -0.1 -0.3
H 2.91143 0.45907 -1.76621 -1.8 -1.5 0.7
H 2.29243 -2.66553 -0.66772 -2.5 1.9 0.3
O 2.04631 0.05762 -1.43882 1.6 4.4 -1.6
H -0.26503 3.19948 2.13918 0.4 1.0 0.1
H 1.89470 -0.93161 -1.29552 0.6 -0.9 0.5
O 1.47585 -2.01249 -0.71953 1.8 -3.1 0.1
H 0.26867 -0.42313 0.11063 3.0 -0.7 1.1
H -1.61743 0.66469 1.32818 -0.8 -0.9 -0.3
O -0.42523 2.36870 1.71500 -0.5 -1.4 -0.8
```
Positions in Å, forces in eV/Å.



No. 2
H4S2 | the ωB97M-V functional and the def2-TZVPD basis

Summary:
- E_tot: -798.7481 hartree
- Net charge: 0
- E_LUMO: 0.716 eV
- Frontier orbital gap: 10.49 eV
- SMILES: S.S

XYZ file:
```
6
Properties=species:S:1:pos:R:3:forces:R:3
S 0.00000 0.00000 0.00000 -0.2 0.1 0.0
H -0.74322 1.10867 -0.17377 0.1 -0.2 0.0
H -1.09238 -0.76991 0.16021 0.2 0.1 0.0
S 2.80319 3.55265 1.37448 -0.3 0.1 0.0
H 1.63784 2.87911 1.37056 0.2 0.1 0.0
H 2.18244 4.73106 1.18028 0.1 -0.2 0.0
```
Positions in Å, forces in eV/Å.



No. 3
C17H21N3O3S | the ωB97M-V functional and the def2-TZVPD basis

Summary:
- E_tot: -1448.5895 hartree
- Net charge: 0
- E_LUMO: 0.616 eV
- Frontier orbital gap: 9.08 eV
- SMILES: CCCNC(=O)c1cc(S(=O)(=O)N2CCc3ccccc32)cn1C

XYZ file:
```
45
Properties=species:S:1:pos:R:3:forces:R:3
C -3.69639 -3.64067 -2.45513 -0.1 0.0 0.2
H -3.91305 -4.68604 -2.66036 0.1 -0.1 -0.1
C -4.29006 -3.23327 -1.11131 0.1 0.2 -0.1
H -3.82285 -3.81060 -0.31164 -0.1 0.0 0.1
H -5.35900 -3.45220 -1.10393 0.0 0.0 0.1
C -4.10658 -1.74187 -0.81437 -0.3 -0.3 0.2
N -2.71664 -1.37266 -0.68668 0.0 0.0 -0.3
C -2.12063 -1.20261 0.51538 0.0 0.1 -0.2
O -2.73479 -1.24781 1.56862 0.0 0.0 0.2
C -0.67018 -0.94378 0.43463 0.2 0.0 -0.5
C 0.14156 -0.75718 -0.67106 -0.2 -0.1 0.2
C 1.44488 -0.57170 -0.19778 0.5 0.0 -0.4
C 1.39388 -0.64231 1.17680 0.3 0.0 -0.1
N 0.12049 -0.86502 1.55085 0.2 0.1 -0.3
C -0.32359 -0.98826 2.91190 -0.3 -0.1 0.7
H -0.85559 -1.92896 3.05347 0.1 0.1 0.0
H 0.53967 -0.94953 3.57353 0.0 0.0 -0.1
H -1.01438 -0.18108 3.15809 0.1 -0.1 0.0
H 2.18845 -0.56082 1.89126 0.1 0.0 0.2
S 2.85984 -0.21917 -1.20217 -0.1 -0.2 0.4
O 2.42514 -0.14162 -2.56219 -0.3 0.2 0.1
O 3.93716 -1.10373 -0.87078 0.0 0.2 0.2
N 3.31998 1.32035 -0.69862 -0.1 -1.1 -0.6
C 2.27405 2.20217 -0.43319 -0.7 0.9 0.2
C 1.15678 2.42126 -1.21656 0.0 0.1 0.0
C 0.21335 3.33067 -0.75910 0.0 0.0 0.0
C 0.38479 3.99582 0.44361 -0.1 0.1 0.1
C 1.51108 3.76662 1.22529 0.0 0.0 -0.1
C 2.45324 2.86538 0.78132 0.1 -0.2 -0.3
C 3.73158 2.40153 1.41991 0.0 0.0 0.0
H 4.40856 3.23380 1.61393 0.0 -0.1 0.0
H 3.53498 1.90345 2.37241 0.0 0.0 0.0
C 4.31581 1.44090 0.36428 0.8 -0.2 0.3
H 4.53783 0.44563 0.75164 0.1 0.2 0.1
H 5.23219 1.84388 -0.07608 -0.1 -0.1 0.1
H 1.64241 4.28160 2.16550 0.0 0.1 0.1
H -0.36213 4.69919 0.77901 -0.1 0.1 0.0
H -0.66820 3.52156 -1.35239 -0.1 0.0 -0.1
H 1.03929 1.89614 -2.15009 -0.1 0.0 -0.1
H -0.12397 -0.74111 -1.70824 -0.2 0.0 -0.2
H -2.15154 -1.39350 -1.51804 0.1 0.0 0.1
H -4.55901 -1.14333 -1.61069 0.0 0.0 0.1
H -4.58293 -1.49454 0.13692 0.0 0.1 -0.2
H -4.11965 -3.04051 -3.25809 0.0 0.0 -0.1
H -2.61580 -3.51604 -2.45986 0.1 0.0 -0.1
```
Positions in Å, forces in eV/Å.



No. 4
C5H10N4 | the ωB97M-V functional and the def2-TZVPD basis

Summary:
- E_tot: -415.4585 hartree
- Net charge: 0
- E_LUMO: 0.684 eV
- Frontier orbital gap: 9.12 eV
- SMILES: C/N=C\N=C1/CCNN1

XYZ file:
```
19
Properties=species:S:1:pos:R:3:forces:R:3
C -0.42694 3.34599 1.23961 0.0 0.6 -0.5
C -1.07594 1.41979 0.11674 -1.4 2.6 -1.2
C 0.35266 -0.33967 -0.19402 -0.6 2.4 1.3
C -0.62416 -1.34440 -0.82526 2.4 -0.7 -0.2
C 0.16671 -2.67637 -0.58724 -0.2 -1.7 1.0
H -0.09711 4.26610 0.69440 -0.4 -0.6 0.4
H 0.50657 2.79117 1.52837 -1.1 0.3 -0.3
H -0.98148 3.65951 2.12985 0.3 0.1 0.0
H -1.79754 0.95141 -0.53491 -0.3 -0.8 0.0
H -0.65077 -1.18438 -1.90910 -0.4 0.2 0.2
H -1.58753 -1.33825 -0.38130 -0.8 0.1 0.2
H 0.18637 -3.32281 -1.49182 -0.5 0.2 0.8
H -0.16729 -3.32136 0.36784 0.3 1.6 -2.2
H 2.17508 -2.37687 -1.20097 -1.1 -0.5 0.8
H 2.12521 -0.81863 0.81300 -1.1 0.8 -1.7
N -1.44423 2.62982 0.40187 2.1 -1.3 1.2
N 0.17167 0.89649 0.27104 1.1 -3.5 -0.6
N 1.58243 -2.31213 -0.34036 0.5 -0.1 -1.8
N 1.58628 -0.92540 -0.09772 1.2 0.4 2.8
```
Positions in Å, forces in eV/Å.



No. 5
C4H37NO16 | the ωB97M-V functional and the def2-TZVPD basis

Summary:
- E_tot: -1433.0850 hartree
- Net charge: -2
- E_LUMO: 4.740 eV
- Frontier orbital gap: 7.62 eV

XYZ file:
```
58
Properties=species:S:1:pos:R:3:forces:R:3
C -0.77412 0.03947 -2.58412 -1.6 1.4 1.0
C -2.07339 0.92950 -3.09091 3.1 -0.8 6.0
C -2.39265 2.10263 -2.06460 0.8 -1.5 -1.1
O -3.14156 1.60075 -1.03468 -0.6 -2.9 2.7
N 0.49272 0.73226 -2.40609 0.0 -0.3 -1.0
C 1.34475 0.35071 -1.26321 1.8 1.6 -0.6
O 1.36544 1.44657 -0.41771 0.6 2.1 0.1
H -0.64227 -0.84202 -3.23318 -0.3 0.2 0.1
H -1.00235 -0.32497 -1.55720 -0.4 -0.1 -0.9
H -1.96954 1.12830 -4.05530 0.4 1.4 -4.2
H -2.85014 0.24821 -2.91169 -1.4 -0.9 -0.2
H -1.54875 2.59896 -1.58177 0.6 0.2 -0.9
H -3.04651 2.79588 -2.54491 -0.2 0.9 -0.6
H 0.58099 1.77059 -2.49211 -0.7 -1.4 0.2
H 2.32971 0.17843 -1.80869 -0.3 0.2 1.2
H 1.23061 -0.46387 -0.54775 -1.2 -0.8 -1.2
H -4.58025 0.19434 0.45010 -0.2 -0.8 1.5
H -3.92485 -0.12212 1.82757 -0.9 -0.2 -0.8
O -4.76321 -0.27745 1.31053 0.4 0.8 -0.6
H -0.85479 2.63545 0.93808 -0.1 0.4 0.0
H 0.56819 2.57720 0.47342 -0.7 0.4 0.7
O -0.02064 3.07521 1.14120 0.4 -0.8 -0.8
H 4.06548 1.98792 0.67589 -1.1 -3.2 -0.1
H 2.63144 1.63872 0.14383 0.8 -2.6 -0.1
O 3.54344 1.07932 0.54100 1.4 5.1 -0.5
H 2.69568 2.21008 -2.70825 0.4 -0.3 -0.9
H 2.20551 2.64379 -1.39451 0.1 1.5 -2.5
O 2.48283 3.07843 -2.36700 -0.7 -1.3 3.2
H -1.49596 0.04494 4.95527 -0.3 -0.2 -0.3
H -0.21219 0.58523 4.30752 -1.0 -0.2 2.1
O -0.69525 0.52209 5.20054 1.3 0.3 -1.9
H 1.16419 -4.04301 -1.12403 0.0 -1.5 -3.1
H 0.68414 -3.38566 -2.43788 1.0 -3.0 0.9
O 1.12091 -4.30583 -2.13949 -0.9 4.0 2.0
H 2.37246 -0.72490 3.37845 -2.1 -0.5 -0.9
H 3.26970 0.28936 3.63396 0.5 0.7 -0.1
O 3.20448 -0.64950 3.78442 1.7 -0.4 1.1
H -1.04998 -2.27285 -0.16939 0.5 -0.4 1.5
H 0.51330 -2.74870 -0.43383 -2.1 1.2 0.6
O -0.29595 -2.28417 -0.78238 1.9 -0.8 -1.8
H 1.54327 -0.36232 -3.83960 0.1 -0.5 0.5
H 2.02314 -1.89797 -3.65488 -0.1 1.2 -0.3
O 2.15727 -1.06387 -4.15392 0.0 -0.6 -0.2
H -2.23965 -1.29370 2.68764 0.9 0.2 0.5
H -3.46330 -1.47701 3.47388 1.6 1.8 0.7
O -2.67610 -0.82095 3.49230 -2.3 -2.5 -0.7
H 2.12344 0.80754 1.45376 1.6 0.0 -3.0
H 0.89941 1.28016 2.17040 -3.9 2.4 -0.9
O 1.67820 0.85424 2.24456 1.6 -2.5 4.9
H -2.69298 0.79220 -0.48810 -0.8 2.5 -1.3
H -1.75183 1.06558 1.42019 -1.6 -3.2 -1.3
O -2.24681 0.22338 1.00408 0.2 6.4 0.2
H 3.00758 -3.67376 0.86468 -1.0 0.8 0.8
H 2.45198 -2.53708 1.83052 0.0 -0.6 -0.6
O 2.19117 -3.32880 1.31153 1.0 -0.1 -0.4
H -1.70521 -0.52878 1.13316 2.0 -3.0 0.6
H -0.50995 -2.03495 1.88547 5.5 -0.1 2.2
O -1.32127 -2.04324 1.55326 -6.1 0.2 -1.8
```
Positions in Å, forces in eV/Å.



No. 6
C7H14O | the ωB97M-V functional and the def2-TZVPD basis

Summary:
- E_tot: -350.2571 hartree
- Net charge: -1
- E_LUMO (alpha / beta): 3.547 / 3.520 eV
- Frontier orbital gap (alpha / beta): 3.33 / 5.68 eV
- Spin multiplicity: 2

XYZ file:
```
22
Properties=species:S:1:pos:R:3:forces:R:3
C 0.85063 0.60101 -2.48885 0.0 -0.4 0.1
C 1.81798 0.09677 -1.40599 -1.4 0.3 0.4
C 1.23056 -0.70627 -0.22894 -0.1 -0.6 -0.4
C 2.17173 -1.29135 0.59891 0.0 0.4 -0.3
C -2.28835 -0.77810 1.39011 0.3 0.0 -0.2
C -0.81040 -1.00692 1.19865 -0.2 -0.2 -0.2
C -0.17966 -0.69773 -0.00838 0.9 -0.1 0.3
H -0.11121 0.85140 -2.06889 -0.2 0.3 0.2
H 0.64765 -0.16599 -3.23927 0.1 -0.1 -0.1
H 1.24565 1.48347 -2.99367 0.1 0.0 -0.1
H 2.58028 -0.46666 -1.92654 0.7 0.0 0.2
H 2.19193 0.98477 -0.88135 0.6 -0.1 -0.4
H 3.22177 -1.21829 0.33425 0.1 0.0 0.2
H 1.90002 -1.70497 1.55147 0.0 -0.3 0.2
H -2.87128 -1.70534 1.27815 -0.3 0.1 0.0
H -2.58012 -0.33770 2.36184 0.2 -0.2 0.0
H -2.60117 -0.03639 0.64402 -0.2 -0.3 0.0
H -0.29594 -1.64726 1.91023 0.1 0.3 0.2
H -0.75401 -0.52576 -0.90535 -0.5 0.6 0.1
H -2.32508 2.31062 2.10192 0.6 0.5 0.5
H -1.20854 3.33742 1.43411 -0.1 0.0 1.0
O -1.83244 2.62329 1.34356 -0.6 -0.5 -1.5
```
Positions in Å, forces in eV/Å.



- What is the E_tot in the third record?
  -1448.5895 hartree